The following is a quantum chemistry calculation of a gas-phase ion, C5H4N2O4P (charge -1) at a distorted geometry, from the OMol25 dataset.

Calculated values
**E_LUMO**: 3.350 eV
**Relative energy (zero: lowest compared OMol25 entry of this formula, charge and spin)**: 0.00 kcal per mole
**SMILES**: O=[N+]([O-])[P@@](=O)([O-])c1ccccn1
**Kohn-Sham gap**: 8.759 eV
**Total charge**: -1

The geometry in XYZ format:
```
16
Properties=species:S:1:pos:R:3:forces:R:3
O 2.977837 2.635977 -1.012195 0.53 0.16 -0.29
C -0.679366 -0.220692 1.121983 -0.16 -0.32 0.16
C -1.320195 -1.445981 1.187452 0.04 0.04 0.02
C -1.341612 -2.236234 0.047115 -0.05 -0.13 -0.02
N -0.135755 -0.575450 -1.175952 0.17 0.09 -0.40
H -1.803824 -1.776677 2.099295 0.01 -0.02 0.01
H -0.620000 0.452316 1.963127 0.01 0.07 0.09
O 0.003104 3.050032 -1.175674 0.07 -0.37 -0.36
N 2.287429 1.719681 -0.614558 0.33 0.40 0.02
C -0.113862 0.151143 -0.083377 0.85 3.84 0.27
O 2.669021 0.581504 -0.462663 0.18 -0.38 0.00
O 0.746572 2.725180 1.281667 0.15 -0.46 0.16
H -0.714578 -2.346288 -2.012140 -0.06 -0.09 0.00
C -0.724936 -1.759025 -1.099780 -0.16 -0.36 0.00
H -1.839762 -3.197398 0.043517 0.03 -0.02 -0.03
P 0.609927 2.241911 -0.107816 -1.93 -2.44 0.37
```
Forces are in eV/Å.

Atomic partial charges in e from the Löwdin method, atoms 1 to 6: -0.0060, -0.0933, -0.0980, -0.1016, 0.0592, 0.0942



The following is a quantum chemistry calculation of a gas-phase ion, C4H8NS2 (charge +1) at a distorted geometry, from the OMol25 dataset.

Calculated values
**E_LUMO**: -4.398 eV
**Relative energy (zero: lowest compared OMol25 entry of this formula, charge and spin)**: 44.96 kcal per mole
**SMILES**: [NH2+]=C[C@H]1CC1(S)S
**Kohn-Sham gap**: 8.555 eV
**Total charge**: +1

The geometry in XYZ format:
```
15
Properties=species:S:1:pos:R:3:forces:R:3
C 0.610836 -0.674465 -0.495806 -2.31 -1.30 0.36
H 0.347073 -0.276871 -2.562688 0.57 0.48 -0.39
S 1.637344 1.795974 -0.572164 0.25 1.61 -0.29
H -0.962986 -1.530691 2.394347 -0.61 0.26 -1.37
N -1.003082 -1.291527 1.380306 0.70 0.78 -1.10
H -0.419602 2.180576 1.127804 -0.69 -0.57 -0.18
H 1.636193 -0.885993 -0.779920 -0.20 0.18 0.35
H -1.213292 -0.330877 -1.949271 -1.84 -0.54 0.52
H -1.818858 -0.866976 0.879209 0.71 -0.94 1.49
C 0.165725 -1.183344 0.750516 1.59 -1.93 0.72
C 0.091086 0.946622 -0.742923 1.17 -0.78 1.21
H 1.316470 2.545866 0.539552 0.20 -0.53 -0.91
C -0.228967 -0.128582 -1.672520 2.26 0.26 0.10
H 1.015110 -1.637474 1.345747 -1.02 0.67 -0.61
S -1.173051 1.337764 0.357813 -0.78 2.35 0.10
```
Forces are in eV/Å.

Atomic partial charges in e from the Löwdin method, atoms 1 to 6: -0.2298, 0.1270, 0.8462, 0.1623, 0.1178, -0.0744



Q: What is the total charge in the first record?
A: -1